# 1
115
Properties=species:S:1:pos:R:3:forces:R:3:lowdin_charge:R:1 method="wB97M-V/def2-TZVPD" homo_ev=-11.752 homo_lumo_gap_ev=10.404 charge=+1
O 2.4679 -3.9801 1.3684 -0.397 0.293 0.576 -0.1588
H -2.0676 2.8208 -0.4772 0.585 0.367 -0.229 0.0676
C -5.3499 2.8053 6.0550 0.415 1.617 0.717 -0.1762
C -2.0342 0.3257 4.5297 0.261 1.139 2.537 -0.1240
H -6.1387 -1.6615 -3.3708 0.142 -0.683 -0.124 0.0660
H 2.2481 2.4617 1.6915 -0.470 -0.641 0.264 0.0636
H -6.3357 3.3006 6.1395 0.625 -0.118 0.077 0.1021
C -1.7701 -5.6796 -0.8258 -1.575 -1.204 -1.886 -0.1775
H 7.4525 3.1655 -4.6613 -0.040 -0.064 0.487 0.0976
H 1.1452 -4.8721 -3.1070 0.278 -0.076 -0.338 0.0818
H 0.7811 1.8830 -1.7329 0.007 -0.449 -0.129 0.1251
O -2.9821 1.3674 -1.7135 0.700 0.932 0.945 -0.1671
C 2.3919 0.5982 -2.5449 -0.468 -1.765 0.814 -0.0602
O 6.2961 1.2261 -2.8324 -0.047 -0.060 0.258 -0.1583
H -6.1996 0.8357 0.9712 -0.088 0.287 -0.645 0.0800
H -6.2160 1.3775 5.0491 1.077 0.122 0.822 0.1192
C -6.5325 -0.6806 -3.5209 -0.859 0.830 0.301 -0.1102
C 3.2130 -5.1773 1.5003 0.279 -1.200 0.236 -0.1693
H 3.1343 -4.5278 -1.5910 0.782 -0.748 0.438 0.0617
C 1.5674 1.1913 -1.4143 0.968 0.440 2.465 -0.1458
O -5.6579 0.2036 -2.7582 -1.176 -0.849 -0.411 -0.1499
H 0.5172 -2.2167 1.6189 -0.317 -0.114 -0.317 0.1150
H -0.5039 -4.6462 4.4333 -0.003 -0.009 1.220 0.0756
H -2.5605 5.0114 3.8539 -0.196 0.661 1.000 0.0703
H -3.7810 0.8268 -1.6772 -0.114 0.032 0.115 0.0302
C 1.3280 3.0327 1.8811 0.391 -0.560 0.923 -0.1369
H 7.4546 -0.2358 -3.6947 0.126 -0.381 -0.402 0.0690
H 3.7873 -5.4028 2.4551 -0.983 0.917 -0.554 0.0920
H -2.1520 -2.5373 0.6499 0.245 -0.496 -0.663 0.0822
H -3.7834 1.3502 4.3814 -0.169 -0.742 0.751 0.0524
H -5.0485 0.0170 1.9448 -0.197 -0.315 0.204 0.0707
H 5.0034 -0.0809 -0.0400 -0.259 0.080 0.024 0.0580
O 7.7794 3.4240 -3.7831 -0.777 -0.674 -0.912 -0.1501
H 1.7704 -0.1783 -3.0137 -0.001 0.288 -0.259 0.0764
H 5.4574 3.9447 -0.1668 0.187 0.379 -0.238 0.0749
H 8.1442 5.3257 -4.5299 0.434 -0.046 0.497 0.0918
H -2.7846 -1.0167 -0.1533 0.508 -0.473 0.439 0.0785
H 2.1922 1.7906 -0.6852 -0.401 -0.578 -1.070 0.1141
H -5.8646 2.2547 -5.4626 -0.009 0.448 -0.837 0.0759
H 4.0061 -5.1356 0.7417 -0.324 -0.056 -0.018 0.0629
C -5.7145 -0.1274 1.0916 0.873 0.441 0.378 -0.1323
H -2.4414 -4.8954 -1.2305 0.297 -0.057 0.373 0.0798
C -0.4178 -0.0141 -0.5256 -0.105 0.563 -1.246 -0.0346
H -2.3738 -1.1531 1.5750 0.080 0.500 -0.051 0.0933
H 2.4759 -0.9236 0.5142 0.524 0.438 -0.024 0.1097
H -1.1882 0.4630 -1.1878 0.941 -0.204 0.825 0.1563
C 8.6594 4.4998 -4.0154 1.292 -0.097 0.885 -0.1421
H -4.7935 2.8276 6.9892 -0.526 -0.113 0.523 0.0876
O 1.1455 -4.5356 -2.2155 0.428 0.729 0.860 -0.1237
H 2.7399 -3.2429 -2.7376 -0.078 -0.315 0.065 0.0866
H 6.2827 -1.8713 0.0350 -1.472 -0.506 0.162 0.1062
H -0.6590 2.5438 1.8340 0.282 0.589 0.404 0.0329
H 9.1032 4.7057 -3.0187 -0.662 0.679 -0.594 0.0954
H -1.5051 -6.3002 -1.7231 0.137 0.480 0.614 0.0905
H 2.5894 1.3639 -3.2736 0.568 0.158 -0.212 0.0766
H -6.1899 4.0232 -5.3100 0.864 -0.758 0.617 0.1020
H -1.0355 -5.9188 3.2803 0.001 -0.110 0.627 0.0919
O 4.5021 -0.8256 0.3177 -0.306 0.693 -0.118 -0.1452
C 1.4352 -0.7692 0.3359 2.723 1.185 -1.083 -0.0316
C -2.9994 2.3117 -0.5641 -1.207 -2.506 -0.410 -0.0747
H -7.6399 -0.6912 -3.2748 1.275 0.308 0.588 0.0974
H -4.3330 2.9415 -3.4838 -1.315 -0.093 -0.155 0.0986
O -3.0457 1.0319 3.8502 -0.501 -0.198 -1.315 -0.1582
H -2.4382 2.5659 3.5523 0.107 -0.249 -0.353 0.0216
H 6.6214 2.5940 -0.0894 -0.402 0.136 0.465 0.0921
H -5.7722 1.0990 -3.1024 0.115 0.397 0.013 0.0372
H -3.2344 1.7817 0.3756 0.483 -0.067 -0.274 0.0800
O 0.1800 2.2845 1.4237 0.990 0.231 0.077 -0.1427
H -1.0908 0.5311 4.0072 -0.237 -0.251 0.127 0.0839
H 3.2777 -0.0024 -2.1825 -0.614 1.217 -0.306 0.0842
H -5.3336 -0.6239 -0.7955 -0.126 0.254 0.208 0.0614
H 5.0173 1.8899 -1.4387 0.948 -0.360 -1.841 0.0072
H -2.4163 -6.3764 -0.2466 0.773 0.687 0.287 0.0904
H -4.6613 3.3708 5.4318 -0.297 0.429 -0.687 0.0578
H -6.4648 -0.8587 1.2820 -0.609 -0.642 0.414 0.0716
H 6.0879 -0.8467 -2.6262 1.320 1.256 -0.358 0.0967
O -4.8610 -0.5513 0.0489 -0.068 0.172 -0.727 -0.1506
N 0.9156 0.1655 -0.5193 -1.226 0.573 -1.544 -0.0053
H 1.3712 3.3334 2.9716 -0.590 -0.517 -1.116 0.1005
H 2.1675 -3.1327 -1.1048 -0.130 -0.032 0.538 0.0490
H -0.6234 -4.4928 1.6310 0.580 0.276 1.159 0.0639
O -5.4347 1.4932 5.6454 -1.153 -1.826 -1.562 -0.1256
H -6.5694 -0.4221 -4.5756 0.611 -0.007 -0.220 0.0706
C 5.5796 2.9056 0.1153 0.207 0.155 -0.741 -0.1288
H -2.6925 4.9647 2.1579 0.155 0.535 -0.900 0.0680
H -3.9597 4.1627 3.0419 0.736 0.136 0.297 0.0953
H 2.5904 -6.0846 1.3211 0.320 0.608 -0.057 0.0880
C -2.0837 -1.4662 0.5717 0.135 0.789 0.219 0.0430
C 6.9193 -0.0606 -2.7765 -1.076 -0.492 0.756 -0.1278
C 5.1446 -2.0348 0.0473 2.015 -0.501 1.137 -0.1623
H -3.8522 2.9205 -0.7206 -0.487 1.285 -0.151 0.0661
H 1.5763 3.8962 1.2980 -0.740 0.977 -0.495 0.0588
H -0.1070 -4.7404 -0.8101 0.532 0.013 -0.392 0.0423
H 5.2876 2.8610 1.1461 0.290 -0.321 0.658 0.0727
O -2.0570 3.2609 2.9901 0.477 -0.316 -0.229 -0.1483
C -5.4457 3.1998 -5.0958 -2.173 -0.763 -0.076 -0.1310
O -5.2955 2.8865 -3.7154 1.656 0.727 0.879 -0.1566
H -2.0319 -4.5236 3.4899 -1.540 0.619 0.592 0.0598
H 4.8653 -2.7379 0.8736 0.373 0.461 -0.831 0.0850
H -2.1871 -0.7577 4.6861 -0.238 0.470 -0.440 0.0833
O -0.6551 -5.1912 -0.1624 -0.165 0.114 1.146 -0.1337
H 6.9509 1.9310 -2.9946 -0.041 -0.338 0.114 0.0440
H 4.8852 -2.4702 -0.9078 -0.312 -0.136 -0.408 0.0539
C -1.0408 -4.8575 3.5480 1.374 -0.890 -2.106 -0.1003
N -0.7045 -1.0106 0.2790 -1.240 -0.932 0.591 -0.0416
C -2.8653 4.3985 3.0407 -0.915 -0.445 -0.373 -0.1497
H 9.5447 4.1568 -4.5650 -0.281 0.165 -0.447 0.0811
H -1.9874 0.8141 5.5677 0.460 -0.987 -1.180 0.1133
O -0.2894 -4.1892 2.5298 -0.261 0.091 -1.803 -0.1928
H -4.5358 3.4007 -5.5981 0.979 0.270 -0.356 0.0672
H 1.5778 -3.9966 1.7976 1.026 -0.676 -0.037 0.0471
C 2.3867 -3.8407 -1.8826 -1.308 0.554 -1.555 -0.0957
H 7.6363 -0.1540 -1.9394 -0.345 0.107 -0.218 0.0835
C 0.4707 -1.5032 0.8095 -2.249 -1.139 1.678 -0.0231
O 4.6651 2.1035 -0.6019 -1.095 -0.149 1.639 -0.1381

***

# 2
116
Properties=species:S:1:pos:R:3:forces:R:3:lowdin_charge:R:1 method="wB97M-V/def2-TZVPD" relative_energy_ev=0.1076 homo_ev=-8.913 homo_lumo_gap_ev=8.683 charge=0
C 1.5239 4.5440 2.4475 0.112 -1.402 -0.203 -0.0619
H -0.0538 -0.7311 -0.2251 0.141 -0.048 -0.099 0.0538
C -1.9226 5.1198 0.8370 0.354 -0.294 0.722 -0.0826
H -5.1688 -2.5015 -3.4499 0.084 0.072 -0.153 0.0738
H 1.0866 4.0620 0.3680 -0.250 0.021 0.238 0.0989
O -4.4021 -0.6498 -3.0638 -0.383 0.957 -0.453 -0.2479
H 2.6204 5.3437 -0.4349 0.156 0.120 -0.016 0.0771
H -0.7800 2.7174 1.5075 0.125 -0.339 0.187 0.1062
H 0.5218 -2.4261 6.4706 0.097 -0.197 0.059 0.1114
O -2.5877 -5.1385 -2.1265 -0.247 -0.311 -0.647 -0.1802
H 2.5798 3.3565 0.8922 0.003 -0.146 0.574 0.0859
H 2.2624 4.9950 3.1087 0.341 0.183 -0.514 0.0801
H -2.5017 0.5503 -3.9667 -0.114 -0.187 -0.019 0.0585
H -4.6602 -5.5754 -2.1039 0.089 0.414 -0.198 0.0792
H -3.4151 2.3604 3.0748 -0.194 -0.218 -0.522 0.1422
H 6.3201 -0.2697 -3.0376 -0.004 -0.096 0.092 0.0760
H 2.0012 1.9154 -4.3910 -0.025 0.065 -0.026 0.0301
H 3.4692 1.9405 -1.0239 -0.059 0.110 0.064 0.0510
H 2.5116 -2.0674 -3.4239 0.047 -0.447 0.381 0.0685
H -1.7121 1.7295 -3.2692 0.273 0.311 0.031 0.0628
H -3.6947 -3.3930 -2.1894 -0.210 -0.090 0.146 0.0996
H -2.4299 0.0793 3.3510 -0.587 0.201 0.104 0.0978
C 0.6654 -2.3722 5.3881 0.833 -0.354 0.348 -0.2949
H 3.5472 -0.9164 -4.1126 0.326 0.057 -0.171 0.0809
H 0.6069 5.1271 2.4895 -0.077 -0.220 0.096 0.0710
H -2.5026 4.7261 0.0019 -0.366 0.097 0.060 0.0724
H 2.1219 -0.6008 0.8391 0.104 0.146 -0.307 0.0999
O 2.6949 5.3591 0.5241 -0.319 -0.034 -0.229 -0.0827
H -2.1756 1.7424 4.9746 -0.071 -0.008 0.006 0.0770
O 0.2716 -0.2887 -3.3630 -0.105 -0.156 0.043 -0.0892
H 1.4097 3.5167 2.8118 -0.811 0.197 0.660 0.0537
H -0.8867 5.1901 0.4906 0.044 0.335 -0.033 0.0732
H -1.8122 -1.7370 1.2622 0.095 -0.155 0.113 -0.0056
C 3.5774 -1.8750 -3.5825 -0.561 0.916 -0.354 -0.0986
H -3.0948 1.1465 -1.6939 -0.666 -0.028 0.491 0.1338
C -2.3771 2.0848 2.8773 0.647 0.107 0.406 -0.3854
O -2.5617 -1.3440 0.7837 -0.440 -0.077 0.026 -0.1087
H -4.3788 3.4180 -3.3249 -0.090 -0.117 -0.013 0.0824
H -2.3004 6.0593 1.2348 0.103 0.259 -0.650 0.0971
H 3.8992 -3.6546 1.0908 0.035 0.038 -0.022 0.0347
H 4.9571 -0.2565 1.4517 -0.051 0.099 -0.141 0.0384
H 2.0873 1.1674 0.9068 -0.020 -0.024 -0.332 0.0973
N -2.6197 1.5006 -3.6407 0.229 -0.287 -1.035 0.0563
O 3.2478 -3.5874 1.7944 -0.129 -0.108 0.042 -0.0617
H -5.4461 0.8205 -2.0346 -0.587 -0.040 -0.353 0.1356
C -3.6756 -6.0078 -1.8984 -0.363 0.183 1.127 -0.1197
C -0.3231 -3.3016 -1.4544 1.320 -0.023 -0.802 -0.0454
O 0.8218 0.1973 2.1701 -0.590 0.136 0.758 -0.1191
H 2.0142 -4.0693 5.1151 0.162 0.056 0.354 0.0833
H -0.5483 -3.8803 5.0685 0.099 -0.025 -0.003 0.1083
H 2.8578 1.9021 4.1410 -0.010 0.041 0.006 0.0571
H -2.7578 -0.5263 1.2906 0.320 -0.186 -0.218 0.0018
C 3.9298 -0.6941 -1.5691 -0.120 1.463 -0.416 -0.1976
C -1.6114 -2.9591 -2.1904 0.214 0.030 0.778 -0.3908
H 0.5287 -2.8255 -1.9559 -0.186 0.565 -0.049 0.0575
H -0.4584 -2.5779 3.0644 0.068 -0.214 -0.180 0.0084
H 3.7117 0.6842 4.4647 -0.069 -0.036 0.176 0.0521
O -0.4335 -2.9871 4.7338 -0.482 0.577 0.147 -0.0858
H -5.2469 1.0662 -3.8571 -0.246 0.216 0.131 0.1382
H -0.2308 -2.9875 -0.4158 -0.504 -0.262 0.156 0.0628
C -3.9861 3.0054 -2.3951 -0.206 -0.041 0.415 -0.0638
C -4.7995 0.7478 -2.9134 0.215 -1.774 0.245 -0.1677
C 4.6100 0.6239 -2.0566 0.569 -1.299 1.398 -0.4274
H 2.8648 -0.4322 -1.6031 -0.295 -0.655 -0.251 0.1070
H 4.0019 -2.6168 -4.2547 0.174 -0.132 0.318 0.0912
H 0.0035 -4.3339 -1.5948 -0.680 -0.297 0.453 0.0841
H -0.4377 -0.5081 -2.7148 -0.365 -0.421 -0.085 0.0107
C 1.9443 4.2378 1.0228 0.868 1.185 -0.626 -0.3117
O 4.3174 -1.7625 -2.3888 -0.311 -0.821 -0.069 -0.1713
O -1.9800 4.2815 1.9776 -0.681 -0.309 -0.200 -0.1945
H 0.2545 -1.5926 2.1213 -0.201 -0.152 0.073 0.0121
C 0.4208 0.2439 -0.1471 -1.382 0.581 -0.989 -0.0568
O 4.6131 -0.8685 2.1122 0.050 -0.122 -0.091 -0.0384
H -3.6833 -6.2636 -0.8337 -0.137 -0.153 0.100 0.0850
H 3.2210 -2.6483 2.0059 0.213 0.081 -0.112 -0.0164
C 1.9794 -2.9934 4.9410 -0.161 0.168 -0.100 -0.0680
C -5.4818 -1.4590 -3.4856 -0.047 0.203 0.776 -0.0943
H -3.1134 3.6061 -2.1379 0.026 -0.059 0.100 0.0640
H -1.8242 3.3929 4.5015 0.059 0.022 0.040 0.0777
H 0.1812 -0.9453 -4.0587 -0.042 0.013 -0.009 0.0643
H 4.6270 -0.3710 2.9311 -0.030 0.046 -0.018 0.0160
C -2.7994 -3.7953 -1.7048 0.450 -0.425 -0.692 -0.1820
H 4.1049 0.8634 -2.9939 0.221 0.306 -0.078 0.1086
H -2.0566 -1.4428 -0.9813 0.128 0.365 -0.106 0.0330
H 0.7479 -1.3029 5.1844 -0.712 -0.016 -0.466 0.1063
H 1.4376 0.4741 2.8605 0.213 -0.228 -0.043 0.0439
H -2.3450 2.5845 0.7695 -0.396 0.271 -0.033 0.1185
H -5.8362 -1.2008 -4.4857 -0.008 0.047 -0.024 0.0913
H -6.2706 -1.3228 -2.7397 -0.398 -0.198 -0.279 0.0926
O 2.8742 0.9408 4.0688 -0.006 0.210 0.034 -0.0311
H -4.7338 3.0952 -1.6032 0.016 0.224 0.015 0.0791
H -1.1918 0.5715 2.5711 0.117 -0.318 -0.719 0.0532
H -1.4200 -3.1748 -3.2446 -0.336 0.013 -0.123 0.1371
H 6.6130 0.0830 -1.3309 -0.176 0.029 0.121 0.0816
H 1.1199 1.1155 -3.4164 0.224 0.115 -0.149 -0.0363
C 1.4598 0.2698 0.9051 1.074 0.044 0.371 -0.2865
H 4.9547 2.4472 -1.4028 -0.072 0.314 0.405 0.0691
C -1.6881 2.3491 4.2079 -0.116 0.914 0.633 -0.0633
H -0.4004 0.9439 0.0387 0.021 -0.046 0.620 0.0758
H -0.6210 2.1326 4.2953 0.066 -0.112 -0.558 0.0698
N -2.2082 0.6682 2.5516 0.359 0.118 0.175 0.0370
H -3.6578 -6.9473 -2.4487 0.712 0.204 -0.303 0.0818
H 2.7871 -2.4535 5.4380 0.203 -0.344 0.071 0.0775
O -0.2823 -2.4060 2.1214 0.039 0.363 -0.196 -0.0653
H -2.8877 -1.3677 -2.3439 1.014 0.089 0.038 0.0564
N -1.9208 -1.5280 -1.9966 -0.558 -0.372 -0.043 0.0412
H -2.9027 -3.7277 -0.6191 -0.050 0.051 0.095 0.1319
N 4.4459 1.6569 -1.0188 -0.356 -0.037 -0.584 0.0487
H 4.1078 -0.9585 -0.5253 0.560 0.087 -0.076 0.1050
H 0.7015 0.5948 -1.1420 0.770 -0.456 0.108 0.0614
H 2.1109 -2.8890 3.8646 -0.122 0.141 0.007 0.0478
O 1.7248 1.8878 -3.4717 0.103 0.175 0.173 -0.0926
C -1.8455 2.9122 1.6866 0.404 -0.370 0.691 -0.1995
H 6.5604 1.3819 -2.5394 0.093 0.052 0.108 0.0735
C -3.6035 1.5452 -2.5801 1.482 0.845 -0.082 -0.4770
C 6.1109 0.4343 -2.2317 -0.082 0.041 -0.849 -0.0587